No. 1
Below is a molecular structure, C44H101F12N9NiO21S4 at a distorted geometry, with properties calculated with wB97M-V/def2-TZVPD.

Last column: Löwdin spin population.
CARTESIAN COORDINATES (ANGSTROEM)
Ni  -1.9275  -3.6122  -0.4776  0.99
C  -6.5500  -2.8991  -4.2616  0.01
F  -5.7602  -1.8678  -4.2675  0.01
F  -7.6619  -2.5416  -4.8691  0.01
F  -6.0183  -3.7748  -5.0958  0.00
S  -6.8829  -3.5973  -2.4516  0.03
O  -8.2548  -3.2428  -2.0635  0.02
O  -6.6560  -5.0023  -2.4313  0.01
N  -5.6890  -2.7765  -1.4688  0.69
S  -6.4388  -1.4727  -1.0863  0.07
O  -5.3748  -0.6281  -0.6326  0.05
O  -7.2306  -0.8456  -2.1056  0.04
C  -7.4961  -2.0860  0.4405  0.03
F  -7.1106  -1.4850  1.5385  0.01
F  -8.7837  -1.7314  0.1688  0.01
F  -7.5048  -3.4211  0.6719  0.00
C  1.5067  1.5985  -0.5394  0.00
F  0.2930  2.1881  -0.8196  0.00
F  2.5446  2.4303  -0.7105  0.00
F  1.4044  1.1874  0.7409  0.00
S  1.7236  0.0323  -1.6912  0.00
O  0.6145  0.0970  -2.6018  0.00
O  3.0394  0.2096  -2.3058  0.00
N  1.4298  -1.3988  -0.7723  0.00
S  2.8366  -1.7358  -0.1343  0.00
O  3.8316  -0.6524  0.1403  0.00
O  2.5600  -2.5123  1.0224  0.00
C  3.6058  -2.9789  -1.3880  0.00
F  4.8737  -3.2238  -1.0818  0.00
F  2.9374  -4.1132  -1.4803  0.00
F  3.6868  -2.3612  -2.5734  0.00
C  -5.9968  3.6668  8.3232  0.00
C  -5.3121  4.7969  9.0941  0.00
C  -4.0384  5.2987  8.1866  0.00
O  -3.0938  4.2306  8.1418  0.00
C  -1.8641  4.7822  7.6611  0.00
N  -6.1466  5.9164  9.1674  0.00
H  -6.8340  3.9548  7.6874  0.00
H  -6.3794  2.8403  8.9221  0.00
H  -5.2354  3.0895  7.7987  0.00
H  -5.0253  4.3433  10.0428  0.00
H  -3.6254  6.2170  8.6041  0.00
H  -4.2777  5.5577  7.1552  0.00
H  -1.8933  5.2583  6.6810  0.00
H  -1.0408  4.0694  7.6146  0.00
H  -1.5985  5.4269  8.4988  0.00
H  -6.7395  5.9830  9.9824  0.00
H  -5.5459  6.7226  9.2627  0.00
C  -14.2766  7.9200  5.7339  0.00
O  -13.1267  7.8109  4.8983  0.00
C  -12.3396  8.9587  5.0100  0.00
C  -10.9086  8.9438  4.4493  0.00
N  -10.8834  9.3545  3.0255  0.00
C  -11.6046  8.4485  2.1205  0.00
C  -11.2355  6.9714  2.2097  0.00
O  -10.0253  6.6639  1.3868  0.00
C  -8.8132  6.6167  2.0606  0.00
H  -14.8846  8.6030  5.1406  0.00
H  -14.1395  8.3744  6.7151  0.00
H  -14.7272  6.9597  5.9850  0.00
H  -12.0868  9.1526  6.0524  0.00
H  -12.8863  9.8770  4.7953  0.00
H  -10.3568  8.0164  4.6026  0.00
H  -10.2569  9.5764  5.0520  0.00
H  -9.9197  9.4206  2.7304  0.00
H  -11.4575  8.8213  1.1068  0.00
H  -12.6767  8.6243  2.2086  0.00
H  -12.0395  6.4880  1.6547  0.00
H  -11.1501  6.5541  3.2130  0.00
H  -8.0518  6.1442  1.4400  0.00
H  -8.8476  6.0557  2.9946  0.00
H  -8.5817  7.6533  2.3053  0.00
C  -1.6865  7.6508  -8.8815  0.00
O  -1.4356  7.5220  -7.5052  0.00
C  -2.3409  6.8099  -6.7815  0.00
C  -2.0787  6.9141  -5.2357  0.00
N  -2.5620  8.1885  -4.8086  0.00
C  -2.3737  8.4791  -3.3962  0.00
C  -2.8060  9.9074  -3.0006  0.00
O  -4.0750  10.1444  -2.4166  0.00
C  -5.0646  10.0762  -3.3527  0.00
H  -2.3374  8.5119  -9.0327  0.00
H  -2.0601  6.7522  -9.3723  0.00
H  -0.7625  7.8821  -9.4115  0.00
H  -2.1208  5.8167  -7.1730  0.00
H  -3.3380  7.0920  -7.1195  0.00
H  -0.9984  6.8193  -5.1254  0.00
H  -2.5894  6.1078  -4.7093  0.00
H  -2.0433  8.8450  -5.3744  0.00
H  -1.3333  8.2798  -3.1395  0.00
H  -3.0912  7.7803  -2.9661  0.00
H  -2.5507  10.6278  -3.7778  0.00
H  -2.1147  10.1948  -2.2085  0.00
H  -5.9461  10.5637  -2.9363  0.00
H  -5.2379  9.0396  -3.6415  0.00
H  -4.8283  10.6265  -4.2634  0.00
C  0.3322  -0.8865  -11.5031  0.00
O  1.6815  -1.1582  -11.1482  0.00
C  2.0826  -0.6240  -9.9096  0.00
C  3.5805  -0.9620  -9.7937  0.00
N  3.7943  -2.3965  -9.7991  0.00
C  5.2308  -2.7434  -10.0840  0.00
C  5.4300  -4.2286  -10.2984  0.00
O  4.9320  -4.8073  -11.5681  0.00
C  4.3713  -6.1143  -11.5327  0.00
H  0.2794  -1.1507  -12.5593  0.00
H  0.2715  0.1893  -11.3386  0.00
H  -0.3547  -1.3681  -10.8071  0.00
H  1.4284  -1.0295  -9.1378  0.00
H  2.0216  0.4587  -10.0197  0.00
H  3.9250  -0.5001  -8.8685  0.00
H  4.0879  -0.4943  -10.6374  0.00
H  3.2040  -2.8329  -10.4928  0.00
H  5.8135  -2.5419  -9.1851  0.00
H  5.5614  -2.4198  -11.0709  0.00
H  4.8905  -4.7192  -9.4883  0.00
H  6.4348  -4.4743  -9.9546  0.00
H  4.2277  -6.2823  -12.6000  0.00
H  3.4000  -6.3056  -11.0766  0.00
H  5.1722  -6.7021  -11.0841  0.00
C  17.8646  0.1069  0.6534  0.00
O  17.1487  -0.1286  1.7902  0.00
C  15.7608  -0.4628  1.5579  0.00
C  14.8343  -0.6335  2.7866  0.00
N  14.8526  0.5680  3.6020  0.00
C  14.1915  0.5151  4.9318  0.00
C  12.7914  -0.1551  4.8870  0.00
O  11.9108  0.8447  4.4184  0.00
C  10.6511  0.2544  4.0232  0.00
H  18.8788  0.3275  0.9865  0.00
H  17.4009  0.9844  0.2026  0.00
H  17.8182  -0.7073  -0.0698  0.00
H  15.6666  -1.1717  0.7352  0.00
H  15.3540  0.4351  1.0928  0.00
H  14.9636  -1.5815  3.3088  0.00
H  13.8299  -0.7142  2.3709  0.00
H  15.7916  0.9041  3.7614  0.00
H  14.0845  1.5312  5.3115  0.00
H  14.8099  -0.0735  5.6096  0.00
H  12.6409  -0.3749  5.9440  0.00
H  12.7832  -1.0669  4.2897  0.00
H  10.3382  -0.4966  4.7486  0.00
H  10.8121  -0.2600  3.0758  0.00
H  9.9664  1.0681  3.7841  0.00
C  -1.9928  -2.8875  2.9363  0.00
O  -2.0059  -4.0702  2.0753  0.00
C  -1.9652  -5.3357  2.8420  0.00
C  -2.2608  -6.5007  1.8922  0.00
N  -1.4535  -6.3036  0.6839  0.00
C  -1.8063  -7.3889  -0.2936  0.00
C  -1.5198  -7.0632  -1.8252  0.00
O  -1.5035  -5.6030  -2.0048  0.00
C  -1.0626  -5.1697  -3.2723  0.00
H  -1.1664  -3.0676  3.6239  0.00
H  -2.9403  -2.7480  3.4568  0.00
H  -1.6334  -1.9810  2.4494  0.00
H  -2.6647  -5.3221  3.6778  0.00
H  -1.0037  -5.5009  3.3282  0.00
H  -3.2913  -6.4447  1.5415  0.00
H  -2.1525  -7.5268  2.2437  0.00
H  -0.5022  -6.4932  0.9655  0.00
H  -2.8458  -7.6532  -0.0995  0.00
H  -1.3136  -8.3293  -0.0468  0.00
H  -2.3113  -7.5310  -2.4107  0.00
H  -0.5873  -7.5658  -2.0820  0.00
H  -1.5305  -5.7948  -4.0328  0.00
H  -0.0439  -5.5060  -3.4653  0.00
H  -1.0667  -4.0978  -3.4697  0.00
C  2.8123  -6.5765  7.5797  0.00
O  3.0507  -7.7744  6.8431  0.00
C  4.2426  -7.6695  6.1401  0.00
C  4.4711  -8.9882  5.3842  0.00
N  3.4449  -9.2655  4.3153  0.00
C  3.6548  -10.6576  3.9671  0.00
C  3.5910  -11.0882  2.4803  0.00
O  4.5281  -10.2849  1.6646  0.00
C  5.8425  -10.7456  1.6248  0.00
H  2.5185  -6.8562  8.5914  0.00
H  1.8726  -6.1108  7.2825  0.00
H  3.6748  -5.9196  7.6922  0.00
H  5.1047  -7.6193  6.8052  0.00
H  4.2719  -6.8304  5.4449  0.00
H  4.3940  -9.7738  6.1359  0.00
H  5.4374  -8.9798  4.8798  0.00
H  2.5607  -9.2460  4.8031  0.00
H  2.9384  -11.2155  4.5701  0.00
H  4.6266  -11.0200  4.3024  0.00
H  2.5374  -11.0340  2.2062  0.00
H  3.8104  -12.1552  2.5177  0.00
H  6.1928  -10.2561  0.7161  0.00
H  5.8891  -11.8236  1.4707  0.00
H  6.3644  -10.4223  2.5255  0.00

Computed properties:
E_LUMO (spin up / spin down): -2.082 / -6.436 eV
electronic energy: -220641.88207 eV
gap between HOMO and LUMO (spin up / spin down): 6.286 / 1.932 eV
HOMO energy (spin up / spin down): -0.307 / -0.307 hartree
multiplicity: 3

No. 2
Below is a molecular structure, C3H10N6, with properties calculated with wB97M-V/def2-TZVPD.

Last column: natural (NBO) charge in e.
CARTESIAN COORDINATES (ANGSTROEM)
C  -1.6979  0.4650  -1.4243  -0.42
N  -1.0415  -0.4529  -0.4970  -0.59
C  -1.1084  -0.0398  0.9788  0.34
N  -1.9344  0.5261  1.6419  -0.65
H  -1.3613  -1.4105  -0.6267  0.38
H  -1.0696  1.3520  -1.5261  0.21
H  -2.6675  0.7676  -1.0250  0.23
H  -1.8219  -0.0023  -2.4022  0.19
C  0.8659  -0.3312  -0.0991  0.70
N  0.9399  0.5299  2.1429  -0.70
N  1.4983  -1.4712  -0.5528  -0.81
N  1.3103  0.8678  -0.5781  -0.83
N  0.3424  -0.3868  1.2268  -0.41
H  0.1360  1.0318  2.5393  0.39
H  1.3519  -0.0122  2.8940  0.36
H  1.6417  -1.5500  -1.5499  0.38
H  1.1469  -2.3148  -0.1239  0.40
H  1.3398  1.5766  0.1468  0.42
H  2.1293  0.8549  -1.1653  0.39

Computed properties:
E_LUMO: 0.444 eV
electronic energy: -12210.74213 eV
gap between HOMO and LUMO: 7.624 eV
HOMO energy: -0.264 hartree

No. 3
Below is C11H12N2OS2 in the gas phase, with properties calculated with wB97M-V/def2-TZVPD.

Last column: natural (NBO) charge in e.
CARTESIAN COORDINATES (ANGSTROEM)
C  -5.1048  -2.1558  0.6544  -0.62
C  -3.9394  -1.1868  0.5679  -0.08
O  -3.5030  -1.1537  -0.7866  -0.49
C  -2.4941  -0.3975  -1.1600  0.05
S  -2.0313  -0.4007  -2.7223  -0.09
S  -1.7532  0.5964  0.1024  0.25
C  -0.3559  1.3773  -0.7774  -0.56
C  0.9253  1.0390  -0.1191  0.12
C  1.6978  1.8507  0.6881  -0.13
N  2.7698  1.1037  1.0571  -0.30
C  3.8422  1.3869  1.8324  0.02
C  4.7872  0.4304  2.0417  -0.26
C  4.6526  -0.8464  1.4555  -0.21
C  3.5717  -1.1374  0.6723  -0.20
C  2.6002  -0.1495  0.4594  0.31
N  1.4863  -0.1825  -0.2460  -0.46
H  -5.4674  -2.2006  1.6770  0.22
H  -4.7884  -3.1471  0.3427  0.22
H  -5.9099  -1.8278  0.0030  0.22
H  -3.1087  -1.5086  1.2077  0.19
H  -4.2414  -0.1779  0.8750  0.19
H  -0.4021  0.9761  -1.7950  0.29
H  -0.5351  2.4511  -0.7693  0.23
H  1.5610  2.8657  0.9999  0.22
H  3.8948  2.3791  2.2551  0.21
H  5.6425  0.6524  2.6586  0.23
H  5.4142  -1.5890  1.6335  0.22
H  3.4330  -2.0985  0.2068  0.24

Computed properties:
E_LUMO: 0.578 eV
electronic energy: -38299.43839 eV
gap between HOMO and LUMO: 8.808 eV
HOMO energy: -0.302 hartree